{"formula": "C4H4O3", "method": "ωB97M-V with the def2-TZVPD basis set", "de_lowest_kcal_mol": 66.5, "homo_energy_ev": -7.663, "lumo_ev": 0.576, "species": ["C", "C", "C", "C", "O", "O", "O", "H", "H", "H", "H"], "coordinates": [[0.04992, 0.81558, -1.49958], [-0.30736, -0.37217, -0.72948], [1.06324, 1.15264, -0.78987], [-0.00625, -0.29889, 0.58883], [2.05538, 1.41395, -0.24587], [-0.05776, 0.79636, 1.35230], [-0.08015, -1.45277, 1.30265], [-0.33110, 1.27141, -2.31681], [-0.58111, -1.28523, -1.16454], [0.01160, 0.50918, 2.33048], [-0.11580, -2.16351, 0.66437]]}


{"formula": "C4H4O3S", "method": "ωB97M-V with the def2-TZVPD basis set", "de_lowest_kcal_mol": 66.9, "homo_energy_ev": -10.412, "lumo_ev": -1.600, "smiles": "O=C(O)/C=C\\C(=O)S", "species": ["O", "C", "O", "C", "C", "C", "O", "S", "H", "H", "H", "H"], "coordinates": [[-2.88956, -0.46598, -1.10633], [-1.89321, -0.42558, -0.23666], [-1.86076, -0.54233, 1.12002], [-0.54664, -0.47492, -0.97462], [0.71126, 0.04996, -0.65552], [0.88916, 0.72271, 0.64837], [0.08056, 1.00715, 1.57390], [2.46784, 1.13721, 1.20762], [-0.97302, 0.07904, 1.47854], [-0.69042, -1.02291, -2.00520], [1.66524, -0.11477, -1.29535], [3.03955, 0.05043, 0.24523]]}


{"formula": "C4H4O4", "method": "ωB97M-V with the def2-TZVPD basis set", "de_lowest_kcal_mol": 86.9, "homo_energy_ev": -8.866, "lumo_ev": 0.606, "smiles": "O=C(O)C1OC=CO1", "species": ["O", "C", "O", "C", "O", "C", "C", "O", "H", "H", "H", "H"], "coordinates": [[-1.46568, -1.17806, -0.77416], [-1.54371, -0.15609, -0.09888], [-2.80007, 0.50461, 0.23371], [-0.16091, 0.08295, 0.66198], [0.74768, -0.98943, 0.71307], [1.89053, -0.58166, -0.01460], [1.70896, 0.59282, -0.43647], [0.47680, 1.19135, -0.16785], [-3.47506, 0.10509, -0.39347], [-0.58633, 0.58988, 1.67791], [2.66007, -1.32538, -0.29361], [2.54771, 1.16391, -1.10764]]}


{"formula": "C4H4O4", "method": "ωB97M-V with the def2-TZVPD basis set", "de_lowest_kcal_mol": 41.6, "homo_energy_ev": -8.618, "lumo_ev": 0.474, "smiles": "O=C1COC(O)=C1O", "species": ["O", "C", "C", "O", "C", "O", "C", "O", "H", "H", "H", "H"], "coordinates": [[2.29227, 0.24020, -0.07443], [1.13507, -0.09692, -0.11411], [0.58169, -1.50876, 0.03764], [-0.87037, -1.35354, -0.01421], [-1.08314, -0.02863, -0.12654], [-2.42254, 0.24688, -0.03186], [-0.02186, 0.78443, 0.03347], [0.06953, 2.10782, 0.02183], [0.97005, -1.80883, 1.06374], [0.94955, -2.14189, -0.75096], [-2.61784, 1.22788, -0.07689], [1.01758, 2.33138, 0.03231]]}


{"formula": "C4H4O4", "method": "ωB97M-V with the def2-TZVPD basis set", "de_lowest_kcal_mol": 95.4, "homo_energy_ev": -9.412, "lumo_ev": 0.506, "species": ["C", "C", "C", "C", "H", "H", "H", "H", "O", "O", "O", "O"], "coordinates": [[1.34574, -0.27734, 0.43612], [-0.02845, 0.10996, -0.05511], [-0.64210, 1.23068, -0.30366], [-2.05487, -0.39519, -0.25058], [2.97539, -0.86754, -0.54403], [1.65626, 0.57281, 1.45310], [1.09362, -1.33348, 1.03737], [-0.63640, 2.34464, -0.03344], [2.15387, -0.40850, -0.88736], [-1.90919, 1.00218, -0.35522], [-3.07883, -1.05988, -0.21524], [-0.87505, -0.91834, -0.28195]]}


{"formula": "C4H4O5Rb", "method": "ωB97M-V with the def2-TZVPD basis set", "total_charge": -1, "de_lowest_kcal_mol": 0.0, "homo_energy_ev": -3.432, "lumo_ev": 2.062, "species": ["O", "C", "O", "O", "O", "C", "O", "C", "C", "Rb", "H", "H", "H", "H"], "coordinates": [[1.41899, -0.07423, 0.36243], [2.07414, -1.01571, -0.15645], [3.26800, -1.01114, -0.46128], [1.44135, -2.22634, -0.31159], [-1.35692, -1.33114, -0.34600], [-2.39311, -0.78352, 0.49327], [-2.30281, 0.44764, 0.42395], [-0.93434, -2.64978, -0.08508], [0.42878, -2.65478, 0.58619], [-0.48099, 1.44216, -0.27133], [-0.89051, -3.20002, -1.03641], [-1.66240, -3.14181, 0.57984], [0.68166, -3.68426, 0.87462], [0.40002, -2.02218, 1.48483]]}


{"formula": "C4H4OS", "method": "ωB97M-V with the def2-TZVPD basis set", "de_lowest_kcal_mol": 39.1, "homo_energy_ev": -9.709, "lumo_ev": 0.427, "species": ["C", "C", "C", "C", "O", "S", "H", "H", "H", "H"], "coordinates": [[-0.18198, -0.25619, 0.08208], [1.49940, -0.54564, -0.03046], [-1.25815, -0.97614, -0.12614], [-0.04819, 1.23607, 0.11283], [2.15115, -1.53934, 0.05370], [1.82882, 1.10637, -0.08862], [-2.18203, -0.49331, -0.27101], [-1.00335, -2.05671, -0.35129], [-0.63939, 1.74649, -0.54209], [-0.16630, 1.77840, 1.16100]]}


{"formula": "C4H4OS2", "method": "ωB97M-V with the def2-TZVPD basis set", "de_lowest_kcal_mol": 49.5, "homo_energy_ev": -8.866, "lumo_ev": -1.081, "species": ["C", "C", "C", "C", "O", "S", "S", "H", "H", "H", "H"], "coordinates": [[0.22911, 0.40118, 0.67174], [-1.14692, 0.64531, 0.42410], [0.93084, -0.69041, 0.18459], [-0.11890, -0.42558, -2.40389], [0.55110, 0.49872, -2.73819], [0.64655, -1.68230, -1.19474], [-1.76769, 0.34029, -1.06942], [0.74650, 0.75877, 1.60386], [-1.68496, 1.00917, 1.18151], [1.82516, -1.15528, 0.67228], [-0.72821, -0.95433, -3.09418]]}


{"formula": "C4H4OS2", "method": "ωB97M-V with the def2-TZVPD basis set", "de_lowest_kcal_mol": 24.2, "homo_energy_ev": -8.959, "lumo_ev": -1.399, "smiles": "C=C(C=S)C(O)=S", "species": ["C", "C", "C", "S", "C", "O", "S", "H", "H", "H", "H"], "coordinates": [[0.84911, 0.47376, -1.25994], [0.24772, 0.04291, -0.15083], [1.05790, -0.21446, 1.00510], [2.70067, -0.03401, 1.05277], [-1.21405, -0.03027, -0.01522], [-1.63033, -0.44863, 1.18417], [-2.25758, 0.11369, -1.26627], [0.32279, 0.75160, -2.16532], [1.95183, 0.58101, -1.30078], [0.54316, -0.56124, 1.91749], [-2.57122, -0.67435, 0.99881]]}


{"formula": "C4H4OS2", "method": "ωB97M-V with the def2-TZVPD basis set", "de_lowest_kcal_mol": 117.5, "homo_energy_ev": [-9.070, -8.404], "lumo_ev": [-1.385, -2.329], "species": ["C", "C", "C", "C", "O", "S", "S", "H", "H", "H", "H"], "coordinates": [[-1.15844, 0.09472, 0.31937], [-1.04263, 1.40378, 0.26159], [1.12041, -0.70647, -0.05580], [-0.20624, -0.97827, -0.28613], [3.55228, 0.20340, 0.00150], [0.33033, 2.26932, -0.12558], [2.63314, -0.90919, 0.16455], [-2.12088, -0.35020, 0.58904], [-1.95669, 1.88482, 0.53109], [-0.75428, -1.88365, 0.05678], [-0.39698, -1.02826, -1.45640]]}


{"formula": "C4H4OTl", "method": "ωB97M-V with the def2-TZVPD basis set", "total_charge": 2, "de_lowest_kcal_mol": 23.0, "homo_energy_ev": [-19.301, -19.670], "spin_multiplicity": 2, "lumo_ev": [-10.794, -12.564], "s2": 0.7867, "species": ["H", "C", "C", "H", "C", "C", "O", "Tl", "H", "H"], "coordinates": [[1.64001, 0.87771, 0.20228], [-0.38393, -2.12926, -1.42921], [-0.85140, -1.11363, -0.94232], [-0.22952, -3.14435, -1.74781], [-0.85329, 0.19887, -0.37868], [-0.19724, 0.46023, 0.76432], [0.92580, 1.23414, 0.82145], [1.32036, 2.76295, 2.12303], [-1.07699, 1.02528, -1.06130], [-0.29382, -0.17194, 1.64825]]}


{"formula": "C4H4P2", "method": "ωB97M-V with the def2-TZVPD basis set", "de_lowest_kcal_mol": 26.6, "homo_energy_ev": -8.542, "lumo_ev": -0.035, "species": ["C", "C", "C", "C", "P", "P", "H", "H", "H", "H"], "coordinates": [[0.80107, -0.45894, -1.16321], [-0.14932, 0.47876, -0.45655], [0.41227, 0.64612, 1.00345], [-1.12117, -0.36945, 0.43200], [1.48387, -1.71374, -0.26693], [0.19327, -1.05425, 1.39092], [0.90752, -0.22072, -2.20542], [-0.54323, 1.40663, -1.03767], [0.16896, 1.32876, 1.65792], [-2.15325, -0.04318, 0.64551]]}


What did the eleventh record say?
{"formula": "C4H4OTl", "method": "ωB97M-V with the def2-TZVPD basis set", "total_charge": 2, "de_lowest_kcal_mol": 23.0, "homo_energy_ev": [-19.301, -19.670], "spin_multiplicity": 2, "lumo_ev": [-10.794, -12.564], "s2": 0.7867, "species": ["H", "C", "C", "H", "C", "C", "O", "Tl", "H", "H"], "coordinates": [[1.64001, 0.87771, 0.20228], [-0.38393, -2.12926, -1.42921], [-0.85140, -1.11363, -0.94232], [-0.22952, -3.14435, -1.74781], [-0.85329, 0.19887, -0.37868], [-0.19724, 0.46023, 0.76432], [0.92580, 1.23414, 0.82145], [1.32036, 2.76295, 2.12303], [-1.07699, 1.02528, -1.06130], [-0.29382, -0.17194, 1.64825]]}


What did the tenth record say?
{"formula": "C4H4OS2", "method": "ωB97M-V with the def2-TZVPD basis set", "de_lowest_kcal_mol": 117.5, "homo_energy_ev": [-9.070, -8.404], "lumo_ev": [-1.385, -2.329], "species": ["C", "C", "C", "C", "O", "S", "S", "H", "H", "H", "H"], "coordinates": [[-1.15844, 0.09472, 0.31937], [-1.04263, 1.40378, 0.26159], [1.12041, -0.70647, -0.05580], [-0.20624, -0.97827, -0.28613], [3.55228, 0.20340, 0.00150], [0.33033, 2.26932, -0.12558], [2.63314, -0.90919, 0.16455], [-2.12088, -0.35020, 0.58904], [-1.95669, 1.88482, 0.53109], [-0.75428, -1.88365, 0.05678], [-0.39698, -1.02826, -1.45640]]}